one | Density functional theory data (ωB97M-V/def2-TZVPD) for a molecular structure, C4H6N2O2.

The LUMO energy is 0.182 eV. The frontier orbital gap is 9.29 eV.

Geometry as ORCA input:
```
! RIJCOSX wB97M-V def2-TZVPD def2/J DEFGRID3
* xyz 0 1
C -0.067 2.349 -0.214
C -0.024 1.080 0.305
C 0.030 0.593 1.555
C 0.279 -1.205 0.099
H -0.520 2.458 -1.481
H 1.136 2.774 -0.148
H -0.948 3.032 0.582
H -0.312 1.236 2.572
H 0.200 -2.514 -1.250
H -1.684 0.240 -1.163
N 0.252 -2.367 -0.252
N 0.348 0.007 -0.727
O 0.356 -0.854 1.460
O -0.779 -0.098 -1.802
*
```



two | Density functional theory data (ωB97M-V/def2-TZVPD) for a single C4H6N2O2 molecule.

The SMILES is [H]/N=C1/NOC[C@H]2O[C@H]12. The LUMO energy is 0.846 eV. The frontier orbital gap is 10.08 eV.

Geometry as ORCA input:
```
! RIJCOSX wB97M-V def2-TZVPD def2/J DEFGRID3
* xyz 0 1
C -1.065 0.672 0.139
C 1.445 -0.723 -0.639
C 0.551 -0.971 0.548
C 0.159 0.361 1.060
H -2.394 1.310 1.283
H -1.272 0.523 -1.899
H 1.827 -1.606 -1.208
H 2.274 0.021 -0.238
H -0.343 -1.505 0.421
H 0.760 1.215 0.872
N -2.317 0.990 0.283
N -0.597 0.650 -1.084
O 0.405 -0.318 -1.489
O 0.567 -0.618 1.951
*
```



three | Density functional theory data (ωB97M-V/def2-TZVPD) for a molecular structure, C4H6N2O2.

The LUMO energy is -0.490 eV. The frontier orbital gap is 9.61 eV.

Geometry as ORCA input:
```
! RIJCOSX wB97M-V def2-TZVPD def2/J DEFGRID3
* xyz 0 1
C -1.745 -0.290 -0.129
C -0.580 0.586 0.040
C 2.420 -0.300 -0.010
C 2.123 0.654 -0.946
H -1.099 -1.905 0.914
H -0.644 1.449 -0.569
H 1.587 -1.435 0.197
H 3.597 -0.452 0.338
H 2.934 1.347 -1.092
H 1.406 0.238 -1.724
N 0.469 0.182 0.743
N 1.715 0.817 0.663
O -1.818 -1.515 0.494
O -2.728 0.249 -0.700
*
```



Which of them is the most stable, and which is the least stable? three and one, in that order.



one | Density functional theory data (ωB97M-V/def2-TZVPD) for 2 unconnected molecules or ions with the total composition C4H6N2O2.

The SMILES is CN=C=O.N=C=CO. The LUMO energy is 0.427 eV. The frontier orbital gap is 8.95 eV.

Geometry as ORCA input:
```
! RIJCOSX wB97M-V def2-TZVPD def2/J DEFGRID3
* xyz 0 1
C -2.294 0.292 -0.154
C 0.780 -1.570 -0.134
C 2.359 0.318 -0.340
C -1.305 1.049 0.273
N -3.300 -0.324 -0.579
N 1.378 -0.704 -0.677
O 0.215 -2.468 0.330
O -0.672 0.908 1.524
H 2.860 0.449 -1.256
H 1.713 1.163 0.099
H 3.127 0.029 0.422
H -0.765 1.845 -0.181
H -3.195 -1.044 -1.238
H -0.900 0.057 1.910
*
```



two | Density functional theory data (ωB97M-V/def2-TZVPD) for a single C4H6N2O2 molecule.

The SMILES is C=C(/C=N/O)NC=O. The LUMO energy is -0.174 eV. The frontier orbital gap is 8.54 eV.

Geometry as ORCA input:
```
! RIJCOSX wB97M-V def2-TZVPD def2/J DEFGRID3
* xyz 0 1
C 1.261 0.490 0.285
C -0.157 0.550 0.379
C -0.700 1.714 -0.301
C -2.123 -1.124 -0.197
H 3.133 -1.595 0.132
H 1.654 1.434 0.891
H -1.684 2.264 -0.362
H 0.314 2.456 -0.675
H -0.199 -1.497 0.723
H -2.361 -2.166 -0.393
N 1.720 -0.678 -0.206
N -0.771 -0.808 0.405
O 3.044 -0.644 -0.422
O -3.131 -0.395 -0.259
*
```



Which of them is the most stable, and which is the least stable? one and two, in that order.



one | Density functional theory data (ωB97M-V/def2-TZVPD) for a single C4H6N2O2 molecule.

The SMILES is C=N/N=C(\C=O)OC. The LUMO energy is -0.084 eV. The frontier orbital gap is 9.46 eV.

Geometry as ORCA input:
```
! RIJCOSX wB97M-V def2-TZVPD def2/J DEFGRID3
* xyz 0 1
C 0.507 1.082 2.071
C 0.305 -0.390 0.276
C 0.690 -1.814 -0.024
C -1.206 0.422 -2.476
H 0.648 0.764 3.190
H -0.561 1.228 1.856
H 0.929 2.007 1.757
H 0.445 -2.314 -0.940
H -1.191 1.503 -2.560
H -1.581 -0.192 -3.345
N -0.518 0.401 -0.323
N -0.968 -0.356 -1.512
O 1.099 0.016 1.227
O 1.401 -2.357 0.804
*
```



two | Density functional theory data (ωB97M-V/def2-TZVPD) for a single C4H6N2O2 molecule.

The SMILES is C=NO[C@@H]1CC=NO1. The LUMO energy is 0.960 eV. The frontier orbital gap is 10.70 eV.

Geometry as ORCA input:
```
! RIJCOSX wB97M-V def2-TZVPD def2/J DEFGRID3
* xyz 0 1
C 2.136 0.116 -1.899
C -0.396 0.693 0.207
C -0.414 -0.326 1.305
C -1.802 -0.852 1.095
H 3.247 0.123 -2.058
H 1.739 0.049 -2.903
H 0.173 1.590 0.498
H -0.431 0.046 2.415
H 0.507 -0.978 1.302
H -2.251 -1.741 1.594
N 1.531 0.310 -0.816
N -2.447 -0.075 0.318
O 0.089 0.048 -1.041
O -1.680 0.998 -0.016
*
```



three | Density functional theory data (ωB97M-V/def2-TZVPD) for 2 unconnected molecules or ions with the total composition C4H6N2O2.

The SMILES is C=N/C=C\N.O=C=O. The LUMO energy is 0.547 eV. The frontier orbital gap is 8.66 eV.

Geometry as ORCA input:
```
! RIJCOSX wB97M-V def2-TZVPD def2/J DEFGRID3
* xyz 0 1
C -0.212 1.264 -0.423
C -0.206 1.338 2.612
C 1.774 0.049 -0.071
C -1.280 0.613 0.090
N 0.982 0.736 -0.795
N -1.220 -0.791 0.303
O -0.877 2.276 2.578
O 0.602 0.548 2.843
H -0.369 2.209 -0.909
H 2.649 -0.287 -0.404
H 1.582 -0.100 1.021
H -2.325 0.972 0.039
H -1.458 -1.258 1.189
H -0.314 -1.221 -0.102
*
```



four | Density functional theory data (ωB97M-V/def2-TZVPD) for a molecular structure, C4H6N2O2.

The LUMO energy is 0.191 eV. The frontier orbital gap is 8.93 eV.

Geometry as ORCA input:
```
! RIJCOSX wB97M-V def2-TZVPD def2/J DEFGRID3
* xyz 0 1
C 1.241 -0.390 -0.101
C 0.956 0.962 -0.065
C -0.473 1.557 0.031
C -1.810 0.676 -0.302
H 3.258 -0.160 -0.195
H 2.657 -1.953 0.038
H 0.702 -1.428 -0.360
H 1.739 1.794 -0.058
H -2.818 1.146 -0.523
H -2.749 -2.273 0.793
N 2.511 -0.874 0.226
N -1.671 -0.566 0.111
O -0.696 2.760 0.302
O -2.846 -1.251 0.103
*
```



Which of them is the most stable, and which is the least stable? three and four, in that order.



one | Density functional theory data (ωB97M-V/def2-TZVPD) for 2 unconnected molecules or ions with the total composition C4H6N2O2.

The LUMO energy is -0.311 eV. The frontier orbital gap is 9.43 eV.

Geometry as ORCA input:
```
! RIJCOSX wB97M-V def2-TZVPD def2/J DEFGRID3
* xyz 0 1
C 0.876 -0.581 -0.236
C -1.044 0.891 0.096
C -1.942 -0.436 -0.407
C -2.265 -1.610 0.394
H 3.911 -0.643 0.688
H 0.367 -1.260 -0.793
H 1.238 1.043 0.778
H -2.385 -0.289 -1.570
H -3.069 -2.275 -0.115
H -2.120 -2.087 1.587
N 2.111 -0.726 -0.425
N 0.298 0.565 0.494
O 3.049 0.225 0.091
O -1.619 1.906 -0.108
*
```



two | Density functional theory data (ωB97M-V/def2-TZVPD) for a molecular structure, C4H6N2O2.

The LUMO energy is 0.565 eV. The frontier orbital gap is 8.55 eV.

Geometry as ORCA input:
```
! RIJCOSX wB97M-V def2-TZVPD def2/J DEFGRID3
* xyz 0 1
C -1.613 0.268 0.788
C -0.460 -0.081 -0.107
C 0.094 0.872 -0.903
C 1.429 -0.126 0.655
O 0.519 -1.882 -1.095
N 0.100 -1.305 0.142
N 0.225 1.780 -1.699
O 1.561 0.490 1.664
H 0.694 -2.795 -0.827
H 1.086 2.321 -1.583
H 2.115 -0.574 -0.061
H -1.413 -0.027 1.819
H -1.840 1.334 0.760
H -2.498 -0.275 0.447
*
```



Which of them is the most stable, and which is the least stable? two and one, in that order.



one | Density functional theory data (ωB97M-V/def2-TZVPD) for a molecular structure, C4H6N2O2.

The LUMO energy is 0.356 eV. The frontier orbital gap is 10.01 eV.

Geometry as ORCA input:
```
! RIJCOSX wB97M-V def2-TZVPD def2/J DEFGRID3
* xyz 0 1
C -1.956 0.048 0.372
C -0.031 -0.672 -0.450
C 0.657 -1.696 -0.180
C 0.947 0.368 -0.082
H -1.900 -0.311 1.705
H -1.623 1.103 0.372
H -3.132 -0.213 0.109
H 0.483 -2.796 -0.151
H 1.006 2.360 -1.384
H 1.815 2.172 0.321
N 2.152 -0.081 -0.057
N 0.969 1.807 -0.105
O -1.380 -0.665 -0.647
O 1.995 -1.424 0.178
*
```



two | Density functional theory data (ωB97M-V/def2-TZVPD) for a single C4H6N2O2 molecule.

The SMILES is O=C(O)[C@@H]1CC=NN1. The LUMO energy is 0.537 eV. The frontier orbital gap is 9.84 eV.

Geometry as ORCA input:
```
! RIJCOSX wB97M-V def2-TZVPD def2/J DEFGRID3
* xyz 0 1
C -1.172 -0.248 0.022
C 0.027 0.438 0.748
C 0.730 1.401 -0.158
C 1.710 0.324 -0.758
H -3.130 0.306 -0.116
H -0.410 0.998 1.568
H 1.336 2.139 0.361
H 0.143 1.815 -0.922
H 2.393 0.378 -1.560
H 0.455 -1.423 1.042
N 1.700 -0.874 -0.239
N 1.097 -0.614 0.997
O -2.212 0.698 -0.084
O -1.305 -1.359 -0.516
*
```



three | Density functional theory data (ωB97M-V/def2-TZVPD) for a single C4H6N2O2 molecule.

The SMILES is COc1cnc(O)[nH]1. The LUMO energy is 0.663 eV. The frontier orbital gap is 8.36 eV.

Geometry as ORCA input:
```
! RIJCOSX wB97M-V def2-TZVPD def2/J DEFGRID3
* xyz 0 1
C -2.330 -0.607 0.241
C -0.313 0.554 -0.202
C 0.557 1.597 0.031
C 1.755 -0.197 -0.087
H -1.923 -0.587 1.237
H -2.202 -1.516 -0.305
H -3.364 -0.371 0.091
H 0.457 2.685 0.071
H 3.632 -0.214 -0.037
H 0.089 -1.411 -0.557
N 1.875 1.052 0.084
N 0.464 -0.575 -0.177
O -1.590 0.467 -0.370
O 2.893 -0.879 -0.020
*
```



Which of them is the most stable, and which is the least stable? three and one, in that order.